(one)
ORCA calculation (the ωB97M-V functional and the def2-TZVPD basis) on 2 unconnected molecules or ions with the total composition C7H17NSi.

Last column: Mulliken charge in e.
Positions of all 26 atoms, in Å:
C  2.28  -0.66  0.76  -0.923
H  3.26  -1.28  0.62  0.308
H  1.62  -1.01  1.61  0.267
C  -0.94  2.00  2.12  -0.931
C  -0.59  -0.37  -0.58  0.310
H  -0.39  1.49  2.88  0.325
Si  1.29  -0.39  -0.80  0.264
H  -0.35  -1.27  1.26  0.202
N  -2.62  0.53  -1.43  -0.686
H  -2.05  -2.82  0.40  0.329
C  1.78  1.17  -1.85  -0.996
H  -0.64  2.03  1.06  0.307
H  -1.91  2.31  2.51  0.336
C  -1.11  -0.86  0.67  0.242
H  2.40  0.91  -2.79  0.326
H  -2.87  1.21  -2.02  0.213
H  2.72  0.30  1.11  0.294
H  -2.97  -1.38  -0.24  0.301
C  -2.32  -1.79  0.58  -1.461
H  0.84  1.34  -2.43  0.240
H  1.30  -1.52  -1.79  -0.162
H  2.07  2.00  -1.20  0.327
H  -0.94  0.46  -2.60  0.394
C  -1.38  0.23  -1.60  -0.200
H  -2.80  -1.89  1.45  0.461
H  -1.53  0.04  1.27  -0.085

HOMO (alpha / beta) = -8.680 / -7.959 eV



(two)
ORCA calculation (the ωB97M-V functional and the def2-TZVPD basis) on a single C7H17NSi molecule.

Last column: Mulliken charge in e.
Positions of all 26 atoms, in Å:
H  -1.91  -0.67  -1.29  0.357
H  0.98  -1.99  -1.38  0.478
H  0.15  2.40  -0.92  0.277
H  -0.40  -2.85  -0.91  0.399
Si  2.55  0.01  -0.16  0.187
C  0.43  1.39  1.03  -1.030
H  -0.61  -1.86  2.00  0.330
C  -0.30  -0.90  0.03  1.448
N  0.96  0.12  0.41  0.307
H  3.31  1.24  -0.37  -0.158
H  -1.45  -0.25  1.89  0.254
H  -2.10  -1.67  0.90  0.360
C  -1.19  -1.19  1.24  -1.454
H  3.35  -0.92  0.66  -0.128
C  0.31  -2.13  -0.52  -1.922
H  -1.93  1.74  -1.61  0.320
H  -0.27  -0.19  -1.87  0.458
H  1.31  1.91  1.11  0.538
H  2.20  -0.37  -1.43  -0.140
C  -0.43  2.15  -0.01  -0.475
H  -0.10  1.37  1.95  0.299
H  0.86  -2.63  0.36  0.368
C  -1.01  -0.16  -1.09  -1.087
H  -0.89  3.05  0.41  0.384
H  -2.25  1.13  0.17  0.390
C  -1.58  1.26  -0.64  -0.760

HOMO = -8.296 eV



Stability summary - winner: (two); margin: 0.1189 hartree.



(one)
ORCA calculation (the ωB97M-V functional and the def2-TZVPD basis) on a molecular structure, C4H12NO3.

Last column: Mulliken charge in e.
Positions of all 20 atoms, in Å:
H  1.43  -0.31  -0.98  0.267
H  -1.15  0.81  -1.17  0.269
H  -1.20  0.24  1.12  0.241
H  -0.44  2.29  0.32  0.329
H  0.64  -0.95  -2.35  0.307
O  1.07  -0.36  2.59  -0.551
C  -0.21  0.24  0.67  -0.497
H  0.50  0.84  -2.27  0.306
O  -2.24  -2.09  -1.81  -0.636
C  0.33  1.66  0.86  -0.185
H  -1.70  -1.37  -2.34  0.332
O  0.26  1.98  2.22  -0.465
N  -0.58  0.00  -0.73  -0.193
C  0.58  -0.11  -1.63  -0.837
H  -1.48  -2.21  -1.13  0.310
H  1.53  -0.88  0.73  0.284
H  0.49  0.74  2.73  0.379
C  0.68  -0.83  1.35  -0.218
H  0.08  -1.68  1.19  0.345
H  1.43  1.99  0.63  0.214

HOMO (alpha / beta) = -9.475 / -9.431 eV
2S+1 = 2



(two)
ORCA calculation (the ωB97M-V functional and the def2-TZVPD basis) on 2 unconnected molecules or ions with the total composition C4H12NO3.

Last column: Mulliken charge in e.
Positions of all 20 atoms, in Å:
H  -1.46  -1.64  1.59  0.103
H  0.71  1.09  -2.53  0.313
H  -0.33  2.37  -2.00  0.401
H  0.22  -2.75  -1.77  0.087
H  -1.01  1.03  -2.87  0.639
O  -1.17  -0.96  0.97  0.287
H  -1.49  0.88  -0.51  0.432
O  0.74  -0.87  2.15  -0.321
C  0.09  -0.52  1.21  -0.763
C  -0.28  1.29  -2.12  -1.848
H  1.42  -1.92  -2.01  0.211
H  -0.57  1.91  1.54  0.508
H  1.24  2.05  1.55  0.390
C  0.43  0.57  0.18  -0.021
N  -0.59  0.55  -0.90  0.321
H  -0.84  -0.43  -1.16  0.012
H  0.34  2.68  0.21  0.271
C  0.35  1.90  0.96  -1.360
O  0.54  -1.85  -1.59  -0.118
H  1.38  0.38  -0.27  0.456

HOMO (alpha / beta) = -2.811 / -11.119 eV
2S+1 = 2



Stability summary - winner: (two); margin: 0.0813 hartree.



(one)
ORCA calculation (the ωB97M-V functional and the def2-TZVPD basis) on 2 unconnected molecules or ions with the total composition CH7NOS2.

Last column: Mulliken charge in e.
Positions of all 12 atoms, in Å:
H  0.72  -1.26  0.89  0.216
C  -1.08  0.76  -0.69  -0.326
N  -0.92  -0.70  -0.78  -0.516
S  1.49  -0.63  1.80  -0.237
H  3.94  -0.49  1.12  0.160
H  -1.84  -1.11  -0.66  0.224
H  -1.78  1.12  -1.44  0.322
H  -0.10  1.21  -0.89  0.285
O  -1.55  1.17  0.56  -0.496
S  2.87  0.09  0.55  -0.159
H  -1.07  0.74  1.28  0.307
H  -0.68  -0.90  -1.74  0.219

HOMO = -8.931 eV



(two)
ORCA calculation (the ωB97M-V functional and the def2-TZVPD basis) on 2 unconnected molecules or ions with the total composition CH7NOS2.

Last column: Mulliken charge in e.
Positions of all 12 atoms, in Å:
H  -3.53  5.17  -2.48  0.169
O  2.83  -2.06  1.21  -0.539
H  1.28  -2.67  2.59  0.224
S  -2.39  4.46  -2.44  -0.094
H  2.66  -2.92  0.75  0.322
S  -2.87  2.57  -3.25  -0.265
H  -3.41  1.16  -3.35  0.190
N  0.53  -1.19  1.16  -0.535
H  0.77  -0.21  1.02  0.251
H  0.49  -1.79  0.25  0.236
H  1.97  -0.82  2.56  0.282
C  1.67  -1.70  1.98  -0.241

HOMO = -9.025 eV



Stability summary - winner: (one); margin: 0.1171 hartree.



(one)
ORCA calculation (the ωB97M-V functional and the def2-TZVPD basis) on 2 unconnected molecules or ions with the total composition C5H15NO2.

Last column: Mulliken charge in e.
Positions of all 23 atoms, in Å:
C  0.21  -0.31  1.82  0.428
H  -1.22  0.64  -0.05  0.270
H  0.59  0.27  3.91  0.369
H  -0.27  1.49  2.94  0.351
O  0.49  -1.09  -2.33  -0.485
C  0.52  0.74  2.93  -1.357
C  -0.27  0.52  -0.57  -0.586
H  1.28  -1.27  -1.83  0.347
H  1.41  -0.61  0.03  0.315
H  1.78  -1.60  2.08  0.223
N  0.76  -1.63  2.10  -0.686
H  -0.18  1.45  -1.13  0.428
H  1.37  1.12  0.59  0.295
H  -1.73  1.25  -5.29  0.318
H  -1.02  -1.46  -0.99  0.245
H  0.49  -1.99  2.99  0.248
H  -1.38  -0.38  -2.25  0.383
C  -0.58  -0.61  -1.54  -0.697
C  0.82  0.19  0.48  -0.718
H  -0.86  -0.38  1.66  0.293
H  1.41  1.32  2.70  0.305
O  -2.16  1.28  -4.43  -0.632
H  -1.43  1.06  -3.85  0.340

HOMO = -9.428 eV



(two)
ORCA calculation (the ωB97M-V functional and the def2-TZVPD basis) on 4 unconnected molecules or ions with the total composition C5H15NO2.

Last column: Mulliken charge in e.
Positions of all 23 atoms, in Å:
H  2.74  -1.83  0.73  0.223
C  -0.16  1.96  0.43  -1.225
H  1.26  1.32  2.01  0.375
H  1.18  -1.76  1.74  0.392
O  -2.39  -0.70  1.60  -0.648
H  0.43  2.81  0.16  0.380
H  0.43  -1.98  -2.54  0.343
H  -3.09  -1.18  2.02  0.268
H  -1.06  -1.04  -2.38  0.233
H  -0.53  1.52  -0.62  0.096
H  0.49  -0.16  -2.67  0.277
C  1.76  -1.31  1.01  -0.419
N  2.34  0.54  -0.44  -0.386
C  0.03  -1.04  -2.19  -0.757
H  -3.11  0.41  -1.26  0.142
H  0.06  0.15  1.78  0.209
C  1.72  0.04  0.53  0.373
O  -2.33  0.38  -0.68  -0.715
H  -1.01  2.39  0.79  0.483
C  0.67  0.86  1.21  -0.306
H  -2.69  -0.38  0.66  0.393
H  3.05  -0.09  -0.79  0.287
H  0.21  -0.92  -1.09  -0.017

HOMO = -7.817 eV



(three)
ORCA calculation (the ωB97M-V functional and the def2-TZVPD basis) on 3 unconnected molecules or ions with the total composition C5H15NO2.

Last column: Mulliken charge in e.
Positions of all 23 atoms, in Å:
H  -3.16  -1.45  2.39  0.316
C  -0.13  -0.90  -0.22  0.247
C  1.33  -0.60  -0.05  -0.366
O  -0.56  -0.81  -3.84  -0.646
H  -0.44  -1.88  0.12  0.302
H  -3.27  -1.96  0.96  0.321
C  2.50  1.45  0.57  -1.067
H  -0.49  -0.67  -1.22  -0.611
H  -0.47  -0.43  -2.96  0.339
H  2.00  -1.41  0.30  0.327
H  1.74  -0.26  -1.06  0.215
H  -0.08  2.03  0.15  0.296
C  -0.93  0.12  0.65  -0.423
H  3.42  0.95  0.87  0.308
H  0.05  1.73  1.88  0.357
H  2.56  2.40  1.10  0.332
O  -3.71  -1.42  1.61  -0.644
H  -1.23  -0.36  1.57  0.043
H  -1.91  0.28  0.20  0.458
H  2.59  1.71  -0.50  0.392
C  0.11  1.24  0.89  -0.816
N  1.39  0.58  0.84  -0.009
H  -1.30  -0.34  -4.26  0.327

HOMO = -8.465 eV



Stability summary - winner: (one); margin: 0.0092 hartree.